Entry 1:
Formula: C21H56AsCaClF6O25S7
Source: OMol25
Level of theory: ωB97M-V with the def2-TZVPD basis set

CARTESIAN COORDINATES (ANGSTROEM)
Ca 8.712 29.287 -13.229
Cl 10.200 30.847 -9.782
O 10.019 30.015 -10.970
O 11.310 30.350 -9.005
O 10.391 32.235 -10.160
O 8.984 30.797 -9.038
As 7.376 25.882 -15.599
F 7.815 27.178 -14.386
F 6.109 25.254 -14.469
F 6.945 24.576 -16.830
F 8.583 26.496 -16.738
F 8.567 24.752 -14.878
F 6.157 26.925 -16.329
O 11.074 25.286 -11.782
S 10.033 26.244 -11.311
O 9.442 27.270 -12.195
O 8.758 25.345 -10.676
C 7.847 24.806 -11.644
C 6.878 23.883 -10.959
C 10.605 26.968 -9.679
H 8.383 24.221 -12.391
H 7.397 25.604 -12.234
H 6.207 24.391 -10.266
H 7.471 23.154 -10.407
H 6.226 23.419 -11.700
H 10.997 26.131 -9.101
H 9.712 27.430 -9.258
H 11.403 27.696 -9.827
O 7.182 28.570 -11.351
S 6.330 28.195 -10.235
O 5.229 27.273 -10.390
O 7.246 27.806 -8.917
C 6.679 26.915 -7.932
C 7.542 27.092 -6.700
C 5.646 29.709 -9.639
H 6.704 25.880 -8.274
H 5.660 27.277 -7.797
H 7.347 28.062 -6.243
H 8.625 27.076 -6.822
H 7.441 26.338 -5.919
H 6.450 30.428 -9.484
H 5.168 29.486 -8.685
H 4.885 30.012 -10.359
O 10.772 28.640 -14.104
S 12.222 28.682 -14.050
O 12.931 29.962 -13.799
O 12.676 27.516 -12.990
C 14.042 27.443 -12.598
C 14.339 26.102 -11.907
C 12.944 28.057 -15.547
H 14.338 28.297 -11.988
H 14.764 27.441 -13.414
H 14.553 25.281 -12.592
H 13.547 25.814 -11.216
H 15.251 26.170 -11.313
H 12.865 26.973 -15.472
H 13.994 28.350 -15.550
H 12.489 28.390 -16.480
O 10.178 29.188 -17.358
S 8.919 29.791 -16.904
O 8.472 29.780 -15.497
O 8.871 31.391 -17.313
C 7.752 32.174 -16.881
C 7.712 33.488 -17.629
C 7.542 29.118 -17.920
H 7.778 32.283 -15.797
H 6.842 31.696 -17.244
H 8.689 33.933 -17.814
H 7.015 34.187 -17.167
H 7.244 33.335 -18.602
H 7.867 28.114 -18.192
H 7.405 29.717 -18.820
H 6.693 29.102 -17.236
O 4.723 30.243 -15.542
S 4.912 29.558 -14.263
O 6.236 29.258 -13.765
O 4.146 30.362 -13.059
C 2.815 30.781 -13.285
C 1.814 30.313 -12.183
C 3.874 27.987 -14.156
H 2.345 30.421 -14.200
H 2.839 31.867 -13.382
H 2.279 30.591 -11.237
H 1.670 29.234 -12.131
H 0.866 30.847 -12.246
H 4.295 27.137 -14.693
H 2.864 28.146 -14.533
H 3.852 27.765 -13.089
O 7.752 31.239 -12.580
S 6.907 32.429 -12.517
O 6.159 32.956 -13.658
O 5.813 32.286 -11.240
C 4.852 33.362 -11.026
C 3.850 33.248 -9.862
C 7.963 33.776 -11.713
H 4.325 33.616 -11.945
H 5.493 34.208 -10.781
H 4.191 32.624 -9.036
H 2.939 32.821 -10.281
H 3.497 34.191 -9.444
H 7.497 34.736 -11.935
H 8.971 33.740 -12.127
H 7.970 33.537 -10.650
O 10.021 31.277 -13.918
S 10.861 32.328 -14.586
O 11.576 32.046 -15.820
O 9.995 33.750 -14.709
C 10.442 34.830 -15.590
C 9.490 35.993 -15.525
C 12.081 32.973 -13.322
H 10.548 34.503 -16.624
H 11.461 35.133 -15.346
H 9.954 36.946 -15.780
H 9.239 36.207 -14.486
H 8.592 35.922 -16.138
H 11.539 33.279 -12.427
H 12.680 33.757 -13.784
H 12.710 32.148 -12.985

Values from the calculation:
Energy above the lowest of the compared OMol25 structures with the same formula, charge and spin = 333.79 kJ/mol
Frontier orbital gap = 9.65 eV
Charge = 0
LUMO energy = 0.1 eV
2S+1 = 1
Molar mass = 1197.56 g/mol
DFT total energy = -9474.7192 Ha

Mulliken atomic charge list, values in e, 2 entries: 1.86, 1.96

Entry 2:
Formula: C21H56AsF6O22S7V
Source: OMol25
Level of theory: ωB97M-V with the def2-TZVPD basis set

CARTESIAN COORDINATES (ANGSTROEM)
O -0.595 -1.226 -0.387
V -0.201 -0.071 0.551
As -2.934 -1.472 3.034
F -1.585 -2.358 3.754
F -4.024 -2.074 4.222
F -4.254 -0.658 2.234
F -1.800 -0.892 1.737
F -3.225 -2.864 2.025
F -2.400 -0.112 3.973
O -2.417 0.885 -0.426
S -3.670 0.794 -1.129
O -3.732 1.319 -2.461
O -4.037 -0.744 -1.042
C -5.201 -1.324 -1.658
C -6.029 -1.960 -0.550
C -4.948 1.480 -0.030
H -4.836 -2.141 -2.281
H -5.782 -0.692 -2.331
H -6.235 -1.359 0.337
H -5.601 -2.919 -0.275
H -7.074 -2.110 -0.850
H -4.815 2.554 -0.174
H -4.661 1.198 0.978
H -5.963 1.207 -0.303
O 3.215 -1.435 -2.748
S 2.941 -1.535 -1.353
O 1.955 -0.715 -0.710
O 2.495 -3.078 -0.942
C 3.075 -4.175 -1.660
C 2.294 -4.358 -2.969
C 4.536 -1.498 -0.451
H 2.931 -5.069 -1.049
H 4.156 -4.049 -1.753
H 2.406 -5.350 -3.416
H 2.722 -3.678 -3.702
H 1.241 -4.275 -2.715
H 5.142 -2.258 -0.931
H 4.310 -1.603 0.606
H 4.960 -0.510 -0.622
O 3.715 0.563 2.238
S 2.583 1.437 2.284
O 1.474 1.088 1.408
O 1.899 1.451 3.733
C 2.674 0.953 4.850
C 1.911 1.217 6.130
C 2.991 3.179 2.053
H 3.639 1.458 4.869
H 2.822 -0.127 4.861
H 1.102 0.501 6.267
H 1.508 2.233 6.166
H 2.586 1.164 6.984
H 3.642 3.489 2.868
H 2.051 3.726 2.065
H 3.526 3.242 1.108
O 0.417 1.585 -0.842
S 0.715 2.690 -1.701
O 1.526 3.795 -1.249
O 1.399 2.019 -3.003
C 1.865 2.897 -4.053
C 2.940 2.107 -4.761
C -0.807 3.325 -2.455
H 2.294 3.825 -3.663
H 1.054 3.277 -4.679
H 3.096 2.469 -5.777
H 2.833 1.024 -4.743
H 3.872 2.249 -4.205
H -0.462 4.250 -2.913
H -1.526 3.454 -1.654
H -1.018 2.600 -3.236
O -1.237 1.703 1.768
S -1.307 2.932 2.504
O -0.282 3.910 2.255
O -2.756 3.606 2.199
C -2.787 5.045 2.135
C -4.219 5.431 1.812
C -1.508 2.649 4.267
H -1.984 5.410 1.490
H -2.475 5.520 3.076
H -4.592 4.905 0.936
H -4.252 6.497 1.579
H -4.834 5.270 2.694
H -1.158 1.656 4.537
H -2.496 2.900 4.632
H -0.774 3.306 4.743
O -1.080 -0.292 -2.899
S -1.091 -0.149 -4.343
O -0.585 1.007 -5.042
O -0.303 -1.428 -4.912
C 0.150 -1.426 -6.298
C 0.760 -2.814 -6.486
C -2.757 -0.530 -4.946
H 0.855 -0.603 -6.374
H -0.728 -1.338 -6.936
H 0.555 -3.254 -7.459
H 0.119 -3.450 -5.855
H 1.713 -3.058 -6.022
H -2.969 -1.589 -4.832
H -2.765 -0.299 -6.013
H -3.499 0.120 -4.492
O 1.362 -2.052 4.137
S 1.414 -2.485 2.790
O 0.958 -1.600 1.739
O 2.977 -2.715 2.448
C 3.729 -3.633 3.278
C 4.588 -2.859 4.289
C 0.762 -4.173 2.578
H 4.375 -4.092 2.528
H 3.118 -4.394 3.760
H 5.442 -3.528 4.425
H 4.121 -2.796 5.272
H 4.861 -1.856 3.978
H 1.510 -4.767 2.060
H -0.130 -4.128 1.956
H 0.516 -4.569 3.559

Values from the calculation:
Energy above the lowest of the compared OMol25 structures with the same formula, charge and spin = 169.38 kJ/mol
Frontier orbital gap (spin up / spin down) = 10.04 / 10.61 eV
Charge = +1
LUMO energy (spin up / spin down) = -3.1 / -2.5 eV
2S+1 = 2
Molar mass = 1124.98 g/mol
DFT total energy = -9055.1598 Ha

Mulliken atomic charge list, values in e, 2 entries: -0.11, 1.89

Entry 3:
Formula: C21H56Cl2IN5O22
Source: OMol25
Level of theory: ωB97M-V with the def2-TZVPD basis set

CARTESIAN COORDINATES (ANGSTROEM)
N -0.150 -4.364 -0.275
O -0.551 -1.597 1.686
Cl 3.842 2.992 -6.220
Cl -0.880 1.816 -3.747
I 2.784 -5.609 -7.040
C 0.194 -3.284 -0.554
N 0.460 0.243 -1.167
O -1.657 2.463 4.982
C -0.536 -0.663 0.909
C 0.118 -0.790 -0.427
C 0.469 -1.994 -1.035
C 0.965 -1.648 -2.250
C 3.702 1.262 -4.358
C 1.512 2.264 -4.918
C 2.446 -4.483 -4.192
C 1.304 -3.060 -5.756
C 2.021 -3.676 -3.152
C 0.882 -2.222 -4.684
C 3.004 0.578 -3.378
C 2.926 2.135 -5.148
C 0.866 1.599 -3.906
C 2.087 -4.185 -5.511
C 1.307 -2.491 -3.355
C 1.584 0.629 -3.170
N 0.984 -0.213 -2.303
N -1.137 0.528 1.245
N -1.510 0.866 2.631
C -1.072 1.134 5.009
C -2.794 2.476 4.110
C -0.394 0.848 3.632
C -2.323 2.102 2.687
H 4.801 1.173 -4.476
H 0.926 2.896 -5.539
H 3.059 -5.407 -4.026
H 0.965 -2.753 -6.749
H 2.276 -3.892 -2.150
H 0.304 -1.330 -4.939
H 3.537 -0.197 -2.747
H -1.402 1.166 0.488
H -0.312 1.043 5.846
H -1.878 0.340 5.096
H -3.542 1.811 4.468
H -3.196 3.499 4.091
H 0.161 -0.098 3.737
H 0.300 1.712 3.358
H -1.758 2.953 2.243
H -3.191 1.880 2.026
O 3.994 -1.014 -0.152
H 4.521 -0.998 0.711
H 4.006 -1.960 -0.512
O -3.385 0.620 -1.257
H -4.095 0.042 -0.826
H -2.740 0.015 -1.747
O 2.437 -2.154 3.606
H 3.397 -2.444 3.468
H 2.155 -1.606 2.804
O 1.486 -4.599 2.173
H 1.543 -3.931 2.930
H 0.738 -4.313 1.555
O 4.616 -3.688 -1.283
H 4.358 -4.665 -1.334
H 5.058 -3.432 -2.156
O -1.974 -2.638 -5.120
H -1.709 -2.034 -5.887
H -1.797 -3.595 -5.397
O -3.720 -0.785 2.950
H -3.416 -1.733 2.771
H -3.032 -0.154 2.560
O -1.421 3.812 7.340
H -1.611 4.773 7.088
H -1.921 3.213 6.696
O 3.921 -6.374 -1.232
H 3.896 -6.445 -0.223
H 3.255 -7.035 -1.611
O -1.313 -2.232 5.661
H -1.488 -3.222 5.546
H -2.203 -1.768 5.791
O 5.947 3.249 -3.304
H 5.299 4.021 -3.384
H 5.707 2.720 -2.476
O -2.250 3.550 -0.454
H -2.821 3.974 0.266
H -2.598 2.616 -0.623
O -3.917 -1.252 5.556
H -3.667 -1.063 4.594
H -4.730 -0.696 5.786
O 0.630 -0.683 7.335
H -0.051 -1.211 6.804
H 0.567 -0.972 8.303
O -5.958 2.757 3.992
H -5.778 3.196 4.886
H -6.460 3.416 3.412
O -1.208 4.277 -7.021
H -1.055 5.025 -6.356
H -1.570 4.682 -7.874
O 1.806 2.628 -0.030
H 1.477 2.312 0.873
H 1.526 1.947 -0.724
O -3.859 5.022 1.851
H -4.618 5.115 2.514
H -3.966 5.741 1.147
O -1.076 -0.935 -7.233
H -1.200 0.069 -7.216
H -0.707 -1.192 -8.139
O 0.213 4.597 3.836
H -0.232 3.767 4.206
H -0.509 5.215 3.489

Values from the calculation:
Frontier orbital gap = 8.48 eV
Charge = 0
LUMO energy = -0.4 eV
2S+1 = 1
Molar mass = 928.50 g/mol
DFT total energy = -3980.8124 Ha

Mulliken atomic charge list, values in e, 2 entries: -0.79, -0.72

Entry 4:
Formula: C21H56Cl3N5O5
Source: OMol25
Level of theory: ωB97M-V with the def2-TZVPD basis set

CARTESIAN COORDINATES (ANGSTROEM)
C 1.874 1.562 0.353
Cl 3.456 1.412 -0.350
Cl 0.786 1.999 -0.998
Cl 1.770 2.787 1.600
H 1.669 0.626 0.816
C -4.061 2.080 0.551
C -3.107 1.598 1.584
C -3.223 2.361 2.884
O -2.934 3.723 2.556
C -2.898 4.598 3.709
N -3.322 0.203 1.818
H -5.098 1.986 0.941
H -3.885 1.544 -0.331
H -4.004 3.106 0.274
H -2.079 1.904 1.247
H -2.511 2.053 3.627
H -4.202 2.311 3.313
H -2.540 5.532 3.346
H -2.309 4.160 4.530
H -3.853 4.716 4.169
H -3.219 -0.343 0.970
H -2.565 -0.088 2.394
C 0.323 4.423 -5.157
C 1.798 4.792 -5.356
C 2.270 5.648 -4.144
O 1.457 6.813 -4.187
C 1.518 7.559 -2.993
N 2.751 3.719 -5.544
H -0.114 4.019 -6.076
H -0.216 5.303 -4.867
H 0.139 3.706 -4.300
H 2.013 5.488 -6.143
H 3.290 5.930 -4.355
H 2.163 5.127 -3.198
H 1.037 6.986 -2.190
H 1.047 8.508 -3.173
H 2.611 7.668 -2.690
H 2.605 2.944 -4.910
H 2.823 3.376 -6.483
C -2.227 -3.460 3.248
C -1.974 -2.711 4.526
C -0.743 -1.849 4.412
O -0.658 -1.097 3.185
C 0.231 -0.021 3.321
N -3.183 -1.983 4.916
H -2.856 -4.290 3.420
H -1.276 -3.856 2.802
H -2.748 -2.874 2.464
H -1.828 -3.358 5.389
H 0.169 -2.476 4.483
H -0.700 -1.166 5.247
H 0.173 0.678 2.517
H 1.256 -0.424 3.360
H 0.016 0.581 4.232
H -3.639 -1.413 4.182
H -3.079 -1.353 5.689
C 1.516 -4.037 -5.061
C 0.822 -4.037 -3.679
C 0.263 -2.679 -3.349
O -0.028 -2.597 -1.972
C -0.885 -1.523 -1.637
N -0.324 -5.014 -3.708
H 2.620 -3.972 -5.013
H 1.130 -3.185 -5.724
H 1.333 -4.998 -5.514
H 1.479 -4.340 -2.851
H -0.647 -2.419 -3.952
H 1.080 -1.930 -3.524
H -1.149 -1.516 -0.595
H -1.814 -1.517 -2.249
H -0.464 -0.541 -1.773
H 0.154 -5.916 -3.711
H -0.787 -4.973 -2.831
C 3.474 -2.046 2.000
C 2.662 -2.647 0.819
C 1.544 -3.594 1.324
O 2.254 -4.702 1.883
C 1.441 -5.380 2.761
N 2.104 -1.578 0.027
H 4.127 -1.158 1.677
H 4.085 -2.851 2.443
H 2.724 -1.577 2.673
H 3.366 -3.222 0.236
H 0.848 -3.835 0.479
H 0.894 -3.141 2.077
H 1.961 -6.250 3.104
H 0.527 -5.807 2.372
H 1.187 -4.730 3.650
H 2.874 -1.101 -0.432
H 1.431 -1.956 -0.580

Values from the calculation:
Frontier orbital gap = 9.55 eV
Charge = 0
LUMO energy = 0.4 eV
2S+1 = 1
Structure (SMILES) = COC[C@H](C)N.COC[C@H](C)N.COC[C@H](C)N.COC[C@H](C)N.COC[C@H](C)N.ClC(Cl)Cl
Molar mass = 565.07 g/mol
DFT total energy = -2864.1234 Ha

Mulliken atomic charge list, values in e, 2 entries: 1.26, -0.19